13
Properties=species:S:1:pos:R:3:mulliken_charge:R:1 method="wB97M-V/def2-TZVPD" homo_ha=-0.3339 smiles="C/N=N/NCO" spin_multiplicity=1 max_force_ha_per_bohr=0.0904 e_above_lowest_kj_mol=378.5
C -0.30 1.88 0.86 -0.479
C 0.27 -2.22 -1.57 -0.630
N -0.51 0.45 0.74 -0.018
N 0.04 -0.35 -0.18 -0.041
N -0.35 -1.57 -0.42 -0.410
O 0.39 2.21 2.09 -0.540
H -1.16 2.45 1.00 0.249
H 0.94 -1.57 -2.13 0.355
H 0.88 -3.05 -1.31 0.243
H -0.52 -2.71 -2.20 0.215
H 0.45 2.10 0.09 0.429
H -1.45 0.22 1.16 0.301
H 1.31 2.17 1.87 0.324